Record 1
{
  "formula": "C4H4O5Pt",
  "method": "the ωB97M-V functional and the def2-TZVPD basis",
  "total_charge": 1,
  "multiplicity": 4,
  "s2": 3.758,
  "homo_energy_ev": [-13.4, -15.5],
  "species": ["O", "C", "O", "O", "C", "C", "H", "H", "H", "H", "O", "O", "C", "Pt"],
  "xyz": [[-0.0699, -0.6448, 0.8639], [-0.7525, -0.8837, 2.0812], [-1.8845, -1.3782, 1.7734], [-0.2307, -0.5892, 3.1257], [0.9211, 0.3861, 0.7277], [1.1671, 0.5604, -0.7299], [1.8087, 0.0344, 1.2769], [0.5640, 1.3185, 1.1848], [1.2070, 1.5771, -1.1208], [1.7561, -0.2100, -1.2322], [-0.9209, 1.0634, -3.4788], [-0.8866, -0.3414, -1.6667], [-1.1634, 0.2695, -2.6778], [-1.5155, -1.1622, -0.1273]]
}


Record 2
{
  "formula": "C4H4O5Rb",
  "method": "the ωB97M-V functional and the def2-TZVPD basis",
  "total_charge": -1,
  "homo_energy_ev": [-2.7, -2.7],
  "species": ["O", "C", "O", "O", "C", "H", "C", "H", "H", "H", "C", "O", "O", "Rb"],
  "xyz": [[-2.0601, -1.2154, 1.3184], [-1.6852, -0.0636, 1.1708], [-2.1529, 1.0512, 1.3552], [-0.3079, 0.0247, 0.5752], [0.0973, -0.2533, -0.8551], [-0.8531, -0.6143, -1.2767], [0.3758, 1.0952, -1.4918], [-0.4061, 1.8547, -1.2990], [1.3556, 1.4960, -1.1855], [0.4409, 0.9390, -2.5811], [0.9500, -0.3063, 1.4318], [1.2693, -1.4965, 1.5202], [1.3397, 0.6830, 2.0284], [1.6367, -3.1947, -0.7109]]
}


| no. | DFT total energy (eV) |
| --- | --- |
| 1 | -17681.9099 |
| 2 | -15104.8563 |